# 1
75
Properties=species:S:1:pos:R:3:lowdin_charge:R:1 method="wB97M-V/def2-TZVPD" gap_ev=2.8 total_energy_ev=-47744.3643 spin_multiplicity=1 max_force_ev_per_a=5.7 e_lumo_ha=-0.108
C 6.78974 -1.18169 3.12335 -0.057
C 5.62468 -0.30138 3.11004 -0.340
C 5.68722 1.07494 3.09771 -0.053
C 4.35931 1.50980 3.04010 -0.069
C 3.49644 0.42334 3.05431 -0.024
B 1.86970 0.88788 3.20001 -0.893
O 1.38890 0.29148 4.41873 0.065
C 0.12089 0.85067 4.67888 -0.130
C -0.35494 1.86552 3.54204 -0.336
C -1.65215 2.57678 3.94713 -0.033
C -0.15074 1.07174 2.16590 -0.162
O 1.14951 0.58677 1.96959 0.078
C 0.75962 2.97762 3.36690 -0.168
O 2.02758 2.39360 3.31004 -0.033
O 4.29366 -0.73056 3.10316 0.041
H 7.67731 -0.53695 3.13065 0.079
H 6.85049 -1.80435 4.01846 0.074
H 6.87220 -1.80951 2.23279 0.074
H 6.57437 1.69901 3.12695 0.102
H 4.07897 2.54390 3.03100 0.097
H -0.58154 0.00604 4.75561 0.082
H 0.12357 1.36557 5.65634 0.140
H -2.14595 3.02779 3.07547 0.085
H -2.38016 2.00980 4.51863 0.049
H -1.34576 3.41005 4.57615 0.082
H -0.68505 0.11726 2.11776 0.063
H -0.46871 1.67152 1.29618 0.141
H 0.53947 3.56820 2.44645 0.133
H 0.79480 3.66942 4.22623 0.127
C -6.60986 6.82266 1.45337 -0.046
O -6.69891 5.73427 2.40908 -0.073
C -5.99349 4.59031 2.20148 -0.240
C -6.03085 3.59501 3.21391 0.021
C -5.40321 2.37968 3.03060 -0.002
C -4.66425 2.10507 1.84658 -0.178
C -3.83768 0.90308 1.65919 -0.045
C -3.34236 0.23444 2.81112 -0.003
C -2.09368 -0.44519 3.08457 0.015
C -2.26312 -1.21224 4.36289 -0.235
C -2.12641 -2.60572 4.26994 -0.015
C -2.78580 -3.41888 5.18414 -0.069
C -3.52768 -2.85195 6.22561 -0.078
C -3.44726 -1.47716 6.46875 -0.067
C -2.77171 -0.64250 5.56769 -0.035
C -3.73280 0.34310 0.30144 -0.167
C -4.85888 0.32765 -0.55942 -0.020
C -4.80410 -0.21834 -1.82601 0.017
C -3.60073 -0.80304 -2.29744 -0.246
O -3.63632 -1.38431 -3.52688 -0.078
C -2.47948 -2.12903 -3.98418 -0.048
C -2.45874 -0.77882 -1.46189 0.017
C -2.55012 -0.23587 -0.19137 0.007
C -4.68715 3.08858 0.82397 -0.006
C -5.30366 4.31757 0.99564 0.007
H -7.23902 7.60751 1.87590 0.095
H -5.57681 7.18337 1.36485 0.101
H -6.98695 6.53474 0.46184 0.094
H -6.59810 3.80464 4.12066 0.127
H -5.49435 1.63300 3.82168 0.117
H -4.13764 0.16712 3.60899 0.131
H -1.66068 -1.06018 2.27064 0.122
H -1.61404 -3.00819 3.38667 0.128
H -2.76864 -4.49896 5.02988 0.109
H -4.13506 -3.49176 6.86742 0.106
H -3.95298 -1.04327 7.33456 0.109
H -2.64057 0.43118 5.78751 0.116
H -5.79658 0.76552 -0.22211 0.125
H -5.67948 -0.22842 -2.47542 0.125
H -2.77507 -2.46343 -4.98021 0.094
H -1.58833 -1.48485 -4.04872 0.097
H -2.27586 -2.99616 -3.33436 0.103
H -1.51798 -1.21301 -1.80311 0.115
H -1.65336 -0.15043 0.40989 0.098
H -4.15216 2.90166 -0.11143 0.131
H -5.29933 5.04690 0.18519 0.111

=====

# 2
16
Properties=species:S:1:pos:R:3:lowdin_charge:R:1 method="wB97M-V/def2-TZVPD" gap_ev="6.7 / 8.0" total_energy_ev=-12466.2180 e_above_lowest_kj_mol=249.5 charge=+1 spin_multiplicity=1 max_force_ev_per_a=4.3 e_lumo_ha="-0.224 / -0.182"
C -0.63602 1.30286 0.03626 0.056
C 0.69687 1.60465 -0.05583 0.090
C -0.69103 -0.14812 0.02343 -0.295
C 1.45200 0.34149 0.09950 -0.175
C 3.39455 -0.99746 -0.08041 0.137
C -3.04026 -0.53445 0.00110 -0.013
O 0.47377 -0.71745 0.08394 0.191
O -1.69134 -1.01496 0.06161 0.022
O 2.74013 0.11400 0.04625 0.108
H -1.44105 1.95436 -0.11740 0.110
H 1.31380 2.54631 0.05963 0.166
H 4.41118 -1.01574 0.16222 0.086
H 3.14713 -2.07689 -0.35471 0.153
H -3.53351 -1.50961 -0.47627 0.163
H -3.19737 0.43703 -0.49795 0.097
H -3.39886 -0.28603 1.00864 0.104

=====

# 3
15
Properties=species:S:1:pos:R:3:lowdin_charge:R:1 method="wB97M-V/def2-TZVPD" gap_ev=8.7 total_energy_ev=-7828.3739 e_above_lowest_kj_mol=380.7 spin_multiplicity=1 max_force_ev_per_a=1.6 e_lumo_ha=0.030
C -0.14396 -1.58635 0.84520 -0.087
C -0.41779 -0.96026 -0.48607 -0.262
N -1.16719 0.29680 -0.44801 -0.048
C -0.53844 1.36513 -0.93308 -0.048
C 0.79387 1.70920 -0.37654 -0.321
O 1.37155 1.09695 0.76039 -0.086
H 0.47499 -2.47293 0.70292 0.082
H 0.38037 -0.89033 1.49192 0.055
H -1.07910 -1.87812 1.32486 0.078
H -0.95553 -1.65261 -1.14098 0.122
H -2.11621 0.21429 -0.79713 0.110
H 0.49718 -0.70008 -1.03538 0.117
H 0.70091 2.77658 -0.12975 0.107
H 1.59613 1.68020 -1.11017 0.116
H 0.60321 1.00154 1.33180 0.065

=====

# 4
19
Properties=species:S:1:pos:R:3:lowdin_charge:R:1 method="wB97M-V/def2-TZVPD" gap_ev=9.2 total_energy_ev=-8460.0699 e_above_lowest_kj_mol=413.3 spin_multiplicity=1 max_force_ev_per_a=1.2 e_lumo_ha=0.012
C -1.54609 -0.10495 0.86487 -0.025
C -1.69010 1.34146 0.46545 -0.191
O 0.63315 1.73304 -0.69358 0.020
C 1.29482 0.94868 -0.06352 -0.295
C 0.77547 -0.98991 0.91453 0.017
C 1.43787 -0.51202 -0.37633 -0.415
C 0.69957 -0.98114 -1.61478 -0.071
H -1.98443 -0.24957 1.86215 0.054
H -2.12192 -0.72095 0.15162 0.059
H -2.76739 1.54684 0.57326 0.082
H -1.13969 2.02276 1.12039 0.075
H -1.41942 1.54424 -0.57087 0.058
H 1.78484 1.24774 0.89115 0.131
H 0.56185 -2.05077 0.96771 0.054
H 1.46077 -0.73743 1.75099 0.067
H 2.52633 -0.71829 -0.49303 0.150
H 0.95442 -0.39805 -2.50285 0.083
H 0.91266 -2.03814 -1.81355 0.082
H -0.37272 -0.88355 -1.43362 0.064

=====

# 5
19
Properties=species:S:1:pos:R:3:lowdin_charge:R:1 method="wB97M-V/def2-TZVPD" gap_ev=8.2 total_energy_ev=-30016.1304 e_above_lowest_kj_mol=343.0 spin_multiplicity=1 max_force_ev_per_a=5.2 e_lumo_ha=0.017
C 1.82203 -0.32931 -0.09609 -0.578
C -0.33953 1.06294 1.90563 -0.107
C 0.69314 -0.93811 -0.79429 -0.523
C -0.57682 0.43507 -0.40348 -0.540
N -1.12136 0.30731 0.88918 -0.166
O 2.17536 0.82458 -0.18005 0.086
O 2.39250 -1.09152 0.91616 0.076
P -1.94629 0.07300 -1.66979 0.732
S 0.51085 -1.04029 -2.57378 0.663
H 0.20131 1.81683 1.35803 0.064
H -1.15179 1.64073 2.54395 0.104
H 0.25392 0.52391 2.64407 0.070
H 0.47477 -1.99716 -0.52320 0.094
H -0.10562 1.32472 -0.77737 0.083
H -1.46557 -0.66614 1.13743 0.141
H 2.67648 -1.94100 0.60499 0.095
H -2.84710 0.83462 -0.96021 -0.135
H -2.62939 -0.99292 -0.93015 -0.082
H 0.98311 0.15275 -3.09104 -0.078

=====

# 6
20
Properties=species:S:1:pos:R:3:lowdin_charge:R:1 method="wB97M-V/def2-TZVPD" gap_ev=7.4 total_energy_ev=-21311.1048 e_above_lowest_kj_mol=139.4 charge=-1 spin_multiplicity=1 max_force_ev_per_a=4.1 e_lumo_ha=0.133
C 1.92803 3.17136 1.82199 -0.246
C 0.70331 2.36038 1.34488 -0.649
S 0.96465 1.90374 -0.49612 0.285
H 2.74546 2.90944 1.16325 0.011
H 1.80984 4.21296 1.60375 0.031
H 2.32711 3.03118 2.89815 0.077
H 0.82960 1.35992 1.84466 0.034
H -0.36514 2.62353 1.38429 0.028
H -0.52510 0.95391 -2.35000 -0.047
H -1.33791 0.71705 -1.22005 0.014
O -1.27661 0.39499 -2.16268 -0.151
H -2.37055 -4.36566 -1.01578 0.008
H -1.27002 -5.22223 -0.54235 0.016
O -2.17409 -5.30834 -0.84198 -0.088
H 1.39625 -1.65946 0.36632 0.033
H 0.66496 -0.20788 -0.23864 -0.032
O 0.53979 -1.16299 0.30693 -0.237
H -0.95914 -1.98226 -0.74756 0.050
H -2.01908 -1.39799 -1.62205 0.038
O -1.61136 -2.33164 -1.49699 -0.175